16
Properties=species:S:1:pos:R:3:forces:R:3 method="wB97M-V/def2-TZVPD" homo_lumo_gap_ev=10.56 homo_ev=-14.152 smiles="CN1C=[NH+][C@@H]2C[C@@H]21" charge=+1 multiplicity=1
N 0.653 -0.308 0.076 -1.6 0.9 -0.4
N -1.297 -1.384 -0.055 3.9 2.2 0.6
C 0.041 -1.371 -0.386 -1.8 0.6 0.1
C -1.687 -0.115 0.475 0.5 0.8 1.3
C -0.329 0.666 0.648 -1.8 -3.5 -4.1
C -1.378 1.037 -0.388 0.1 -0.5 -2.5
C 2.027 0.135 0.106 0.8 0.5 2.8
H -2.498 -0.128 1.188 0.1 0.0 0.1
H 0.473 -2.100 -1.063 0.2 -0.1 0.4
H -2.003 -1.921 -0.409 -1.5 -2.2 -1.3
H -1.335 0.755 -1.526 0.6 0.8 2.3
H 2.155 0.059 1.230 0.9 0.2 -1.1
H -1.852 1.980 -0.228 -0.4 0.3 0.3
H 2.213 1.207 -0.121 -0.8 -0.7 -0.3
H 2.790 -0.446 -0.382 -0.3 -0.6 -0.3
H -0.076 1.325 1.376 1.0 1.5 2.1



16
Properties=species:S:1:pos:R:3:forces:R:3 method="wB97M-V/def2-TZVPD" homo_lumo_gap_ev=8.58 homo_ev=-13.678 charge=+1 multiplicity=1
N -1.044 -0.496 2.122 1.6 -3.6 -0.1
N 1.551 -1.917 0.049 0.6 -0.3 -5.3
C 0.846 1.422 -1.037 0.0 2.0 -2.4
C 0.103 0.083 -0.890 2.5 -1.1 3.4
C -1.421 0.277 1.208 -0.7 -1.1 -0.4
C 0.875 -0.942 -0.499 -0.7 -0.5 0.3
C -1.377 0.281 -0.372 0.9 0.2 0.0
H -2.082 -0.463 -0.860 0.6 1.3 0.7
H -1.544 1.395 -0.518 -0.4 -1.6 -0.8
H 1.587 -2.054 1.000 0.1 0.3 2.9
H -2.084 1.034 1.624 0.2 0.6 -0.4
H 1.947 1.671 -1.193 -1.1 -1.8 -0.3
H 0.299 1.900 -1.957 1.0 -0.5 1.8
H -0.545 -1.534 1.943 -1.5 3.7 -0.2
H 0.725 2.056 -0.159 -1.0 -0.2 0.2
H 2.164 -2.711 -0.461 -2.2 2.5 0.8



16
Properties=species:S:1:pos:R:3:forces:R:3 method="wB97M-V/def2-TZVPD" homo_lumo_gap_ev=10.05 homo_ev=-13.761 smiles=CCc1[nH]cc[nH+]1 charge=+1 multiplicity=1
N -0.969 -0.644 1.271 2.1 4.9 -3.5
N 0.948 -0.866 0.094 0.0 0.0 0.9
C 0.765 -1.958 0.895 0.2 -2.2 1.5
C 0.017 0.044 0.282 -2.7 -1.8 3.2
C -0.110 1.407 -0.238 1.4 1.7 -1.0
C -0.087 1.501 -1.760 0.7 -2.6 -2.6
C -0.388 -1.803 1.628 -0.7 -0.5 -0.5
H 0.320 0.508 -2.310 -1.0 2.1 1.4
H -1.040 1.754 0.117 -1.1 0.6 0.4
H 0.637 2.262 -0.022 -0.7 -2.0 1.0
H -1.877 -0.136 1.567 2.2 -1.5 -0.5
H -1.013 -2.444 2.256 1.0 -0.2 -0.1
H 1.502 -2.794 0.992 -0.9 1.1 -0.4
H 1.808 -0.780 -0.435 -0.3 0.4 -0.2
H 0.560 2.277 -2.168 0.0 0.1 0.4
H -1.074 1.671 -2.170 -0.2 -0.1 -0.1